# 1
Here is a structure of composition C54H75AsNO7P2RbSSi2 at a distorted geometry from the OMol25 dataset. Energies are from wB97M-V/def2-TZVPD.

Results
Highest occupied orbital energy = -0.040 Eh
Gap between HOMO and LUMO = 4.417 eV
Total charge = -2

```
144
C54H75AsNO7P2RbSSi2 | the OMol25 dataset | wB97M-V/def2-TZVPD
Rb 0.5166 -0.6226 0.2685
O 3.7094 -3.6065 1.8140
C 3.0779 -2.8505 1.0531
O 1.9141 -2.3873 1.2066
C 3.7427 -2.5076 -0.3020
C 2.8897 -3.0649 -1.4602
C 3.7321 -3.1662 -2.7410
C 3.8256 -1.6731 -3.1605
C 3.0341 -1.0020 -2.0301
O 1.9978 -1.9768 -1.7920
C 3.8456 -1.0026 -0.7307
C 3.4377 0.0700 0.3204
O 4.1460 0.1498 1.3304
O 2.4398 0.8003 0.0200
H 4.7259 -2.9770 -0.2980
H 2.2978 -3.9431 -1.2087
H 4.7039 -3.6225 -2.5470
H 3.2124 -3.7618 -3.4937
H 4.8514 -1.3036 -3.2220
H 3.3359 -1.5026 -4.1216
H 2.5814 -0.0459 -2.2726
H 4.8927 -0.7742 -0.9457
C 0.3136 4.1988 -2.1725
N 0.0625 4.8897 -0.9036
C -1.2254 4.5770 -0.2805
P -1.3192 2.8568 0.4567
C -0.6838 3.2761 2.1157
C 0.6251 2.8585 2.3511
C 1.2731 3.2118 3.5316
C 0.6124 3.9713 4.4806
C -0.7000 4.3862 4.2559
C -1.3421 4.0461 3.0773
C -3.1387 2.7170 0.6528
C -3.6830 2.1569 1.8098
C -5.0340 1.8534 1.8887
C -5.8719 2.0945 0.8091
C -5.3439 2.6369 -0.3530
C -3.9907 2.9401 -0.4298
C 0.3376 6.2857 -0.8692
C 0.2697 7.1143 -1.9873
C 0.5548 8.4704 -1.8739
C 0.8918 9.0192 -0.6468
C 0.9455 8.1998 0.4750
C 0.6772 6.8462 0.3639
P 1.1557 2.5394 -1.9209
C 1.1260 2.0562 -3.6991
C 1.6630 2.8043 -4.7491
C 1.5480 2.3674 -6.0600
C 0.8951 1.1710 -6.3419
C 0.3577 0.4184 -5.3097
C 0.4729 0.8638 -3.9972
C 2.8848 3.1245 -1.7329
C 3.1760 4.0021 -0.6865
C 4.4802 4.3930 -0.4282
C 5.5259 3.8880 -1.1891
C 5.2526 2.9875 -2.2074
C 3.9433 2.6106 -2.4772
H 0.9573 4.8200 -2.7919
H -0.6199 4.0269 -2.7298
H -2.0525 4.7363 -0.9871
H -1.3703 5.2744 0.5432
H 1.1542 2.2505 1.6174
H 2.2822 2.8578 3.6996
H 1.1119 4.2385 5.4051
H -1.2186 4.9794 5.0006
H -2.3615 4.3729 2.9026
H -3.0377 1.9275 2.6500
H -5.4275 1.4071 2.7944
H -6.9242 1.8438 0.8665
H -5.9793 2.8105 -1.2133
H -3.5981 3.3210 -1.3654
H -0.0027 6.6978 -2.9482
H 0.5070 9.0997 -2.7552
H 1.1174 10.0754 -0.5643
H 1.2173 8.6133 1.4393
H 0.7382 6.1920 1.2279
H 2.1980 3.7246 -4.5383
H 1.9776 2.9540 -6.8640
H 0.8129 0.8260 -7.3659
H -0.1434 -0.5205 -5.5127
H 0.0441 0.2829 -3.1904
H 2.3748 4.3592 -0.0506
H 4.6799 5.0710 0.3932
H 6.5482 4.1721 -0.9706
H 6.0612 2.5583 -2.7877
H 3.7548 1.8883 -3.2623
C -1.3896 -1.9444 -2.6476
O -1.7007 -0.7310 -1.9679
C -3.0031 -0.7619 -1.4174
C -3.1071 -1.5203 -0.1126
O -2.6137 -0.6927 0.9377
C -2.9845 -1.1880 2.2050
H -2.0060 -2.0375 -3.5515
H -1.5414 -2.8217 -2.0136
H -0.3344 -1.9131 -2.9177
H -3.7002 -1.1872 -2.1520
H -3.2856 0.2792 -1.2405
H -2.5531 -2.4700 -0.1509
H -4.1601 -1.7691 0.0861
H -4.0691 -1.0804 2.3593
H -2.4382 -0.6188 2.9564
H -2.7248 -2.2459 2.3126
C 1.6125 -0.7854 6.8092
As 0.1382 -1.1123 5.6074
C -0.1009 -3.0167 5.7030
C -1.4017 -0.3979 6.5364
S 0.4566 -0.3471 3.7278
H 1.3628 -1.1225 7.8162
H 1.8305 0.2803 6.8003
H 2.4773 -1.3242 6.4274
H -0.1960 -3.3189 6.7476
H 0.7573 -3.4927 5.2323
H -0.9873 -3.2916 5.1368
H -1.3731 -0.6525 7.5969
H -2.2980 -0.8130 6.0781
H -1.3998 0.6814 6.3991
C -0.3459 -5.1217 -3.3737
Si -1.4251 -5.7725 -1.9381
C -3.2340 -5.5962 -2.5304
C -1.2105 -7.6686 -2.0212
C -1.0664 -4.9418 -0.4053
Si -1.4558 -5.5154 1.2398
C -0.4705 -4.6040 2.5626
C -1.1634 -7.3636 1.6237
C -3.3051 -5.3560 1.7168
H -0.9461 -4.7664 -4.2191
H 0.3073 -5.9172 -3.7484
H 0.2939 -4.2987 -3.0431
H -3.3893 -5.9988 -3.5395
H -3.5460 -4.5466 -2.5199
H -3.8983 -6.1402 -1.8472
H -1.2850 -8.0031 -3.0638
H -1.9796 -8.1965 -1.4459
H -0.2359 -7.9708 -1.6266
H -0.1901 -4.2814 -0.4510
H 0.5712 -4.4577 2.2590
H -0.4969 -5.1822 3.4948
H -0.8533 -3.6002 2.7727
H -0.1152 -7.6241 1.4439
H -1.7810 -8.0177 0.9969
H -1.3991 -7.5813 2.6733
H -3.6814 -4.3533 1.4912
H -3.4825 -5.5653 2.7799
H -3.9057 -6.0658 1.1337
```

Results of the Mulliken charge analysis, in e, for atoms 1 through 5:
1 Rb 0.125
2 O -0.952
3 C -0.708
4 O -0.172
5 C 0.397

=====

# 2
Here is the ion C7H8NO5S with charge -1 at a distorted geometry from the OMol25 dataset. Energies are from wB97M-V/def2-TZVPD.

Results
Highest occupied orbital energy (alpha / beta) = -0.188 / -0.188 Eh
SMILES = N/C=C/C=C\C=C(\C(=O)O)S(=O)(=O)[O-]
Gap between HOMO and LUMO (alpha / beta) = 8.239 / 8.240 eV
Total charge = -1

```
22
C7H8NO5S | the OMol25 dataset | wB97M-V/def2-TZVPD
N -0.6003 -0.6907 -2.2253
C -0.8534 -0.6956 -0.9070
C -2.0929 -0.3383 -0.3198
C -2.1539 -0.2026 1.0759
C -1.0480 0.0257 1.9484
C 0.0660 0.6540 1.6061
C 0.6019 0.5283 0.2936
C 1.1487 1.6498 -0.3674
O 0.7695 2.8121 -0.1225
O 1.9897 1.4782 -1.5125
S 1.7597 -0.9677 0.3660
O 2.8556 -0.5913 1.3358
O 1.0380 -2.1507 0.7670
O 2.2196 -0.9753 -1.0850
H -0.9195 0.2822 -2.6354
H 0.3915 -0.8279 -2.4454
H -0.3921 -1.5301 -0.2551
H -2.8925 -0.1056 -0.9776
H -3.0696 -0.1919 1.5635
H -1.4166 -0.0241 2.8889
H 0.4041 1.3693 2.3768
H 2.1946 0.4922 -1.3689
```

Results of the natural (NBO) charge analysis, in e, for atoms 1 through 5:
1 N -0.796
2 C 0.076
3 C -0.314
4 C -0.146
5 C -0.259

=====

# 3
Here is a structure of composition C24H22N2O4ReSSe2 at a distorted geometry from the OMol25 dataset. Energies are from wB97M-V/def2-TZVPD.

Results
Highest occupied orbital energy (alpha / beta) = -0.522 / -0.525 Eh
Gap between HOMO and LUMO (alpha / beta) = 5.265 / 5.892 eV
2S+1 = 2
Total charge = +2

```
56
C24H22N2O4ReSSe2 | the OMol25 dataset | wB97M-V/def2-TZVPD
Re 0.0139 -0.1523 -0.0330
S 1.6931 -0.1069 4.2363
C -0.0438 -0.0824 4.3979
C -0.7995 0.0221 5.5559
C -2.1790 0.0513 5.4373
C -2.7884 -0.0415 4.1869
C -2.0350 -0.1552 3.0376
C -0.6449 -0.1656 3.1268
N 0.2542 -0.2321 2.0824
C 1.5163 -0.1892 2.5385
C 2.5766 -0.1909 1.5722
C 3.9356 -0.0775 1.8760
C 4.8507 -0.0192 0.8400
C 4.4158 -0.1094 -0.4769
C 3.0640 -0.2421 -0.7802
C 2.1273 -0.2591 0.2363
H -0.3279 0.0893 6.5244
H -2.7918 0.1494 6.3207
H -3.8662 -0.0162 4.1240
H -2.4958 -0.2251 2.0663
H 4.2550 -0.0170 2.9067
H 5.9015 0.0994 1.0583
H 5.1361 -0.0785 -1.2786
H 2.7640 -0.3341 -1.8152
O -0.0640 -0.0257 -2.1141
C -0.0348 0.9997 -2.8278
C -0.0226 2.3458 -2.3924
C 0.0078 3.3505 -3.3805
C 0.0046 4.6739 -3.0243
C -0.0340 5.0606 -1.6748
C -0.0779 4.1122 -0.6918
C -0.0672 2.7243 -0.9965
O -0.1088 1.8916 -0.0250
N 0.0293 5.7125 -4.0601
O 0.0387 5.3303 -5.2015
O 0.0343 6.8509 -3.6728
H -0.0261 0.8394 -3.9117
H 0.0246 3.0717 -4.4254
H -0.0420 6.1155 -1.4416
H -0.1102 4.3956 0.3483
C -4.3787 0.2698 0.2899
Se -2.7586 0.0337 -0.7608
C -3.0013 -1.8679 -1.2823
C -2.1372 -2.8603 -0.5247
Se -0.1823 -2.5928 -0.7970
C 0.4732 -3.9082 0.4689
H -5.2288 0.2275 -0.3892
H -4.3367 1.2567 0.7486
H -4.4748 -0.4998 1.0518
H -2.8058 -1.9253 -2.3560
H -4.0585 -2.0860 -1.1026
H -2.3417 -3.8695 -0.8965
H -2.3285 -2.8275 0.5501
H 0.0618 -3.7457 1.4611
H 1.5575 -3.8149 0.4920
H 0.2068 -4.8963 0.0988
```

Results of the natural (NBO) charge analysis, in e, for atoms 1 through 5:
1 Re 1.209
2 S 0.561
3 C -0.223
4 C -0.189
5 C -0.178

=====

# 4
Here is the molecule C16H23N4O4P at a distorted geometry from the OMol25 dataset. Energies are from wB97M-V/def2-TZVPD.

Results
Highest occupied orbital energy = -0.291 Eh
Gap between HOMO and LUMO = 6.258 eV

```
48
C16H23N4O4P | the OMol25 dataset | wB97M-V/def2-TZVPD
C -2.0704 0.8757 -2.6175
C -0.9585 1.3749 -1.6835
C -0.0615 2.3951 -2.3844
P 0.0700 0.0452 -0.8387
C -1.3280 -0.8726 -0.0196
C -2.3138 0.0022 0.7690
C -0.8960 -2.0712 0.8345
C 0.4198 -1.1099 -2.2931
C 1.2643 -2.3383 -1.9338
C 0.9744 -0.4557 -3.5627
H -2.6105 1.7575 -2.9896
H -1.6724 0.3490 -3.4934
H -2.8088 0.2270 -2.1301
H -1.4148 1.8581 -0.8037
H -0.7008 3.1818 -2.8063
H 0.6247 2.8632 -1.6693
H 0.5094 1.9369 -3.2013
H -1.8496 -1.2578 -0.9159
H -3.0001 -0.6821 1.2911
H -1.8262 0.6396 1.5272
H -2.9240 0.6317 0.1111
H -1.8042 -2.4803 1.3105
H -0.4622 -2.8740 0.2300
H -0.1843 -1.8003 1.6341
H -0.6148 -1.4364 -2.4988
H 1.5051 -2.8621 -2.8727
H 2.2072 -2.0845 -1.4263
H 0.7124 -3.0488 -1.3113
H 1.2632 -1.2671 -4.2442
H 0.2309 0.1417 -4.0990
H 1.8659 0.1585 -3.3738
N 3.6806 -2.1271 0.6632
C 2.8717 -1.3857 1.0904
C 1.9085 -0.5401 1.7365
C 1.2831 0.5561 0.9979
C 0.6431 1.5035 1.8856
N 0.3209 2.8099 1.5963
O 0.3645 3.4877 0.5781
O -0.1983 3.3606 2.8268
N -0.1010 2.4540 3.8546
C 0.4424 1.3351 3.2682
C 0.8213 0.0830 3.8749
N 0.2430 -0.4695 5.0924
O -0.5553 0.1766 5.7942
O 0.5784 -1.6532 5.3587
C 1.6282 -0.7757 3.1031
H 1.8775 1.0514 0.1693
H 2.0453 -1.6638 3.5711
```

Results of the natural (NBO) charge analysis, in e, for atoms 1 through 5:
1 C -0.623
2 C -0.489
3 C -0.628
4 P 1.175
5 C -0.512

=====

# 5
Here is a structure of composition C23H42BBr3N2O14S2Si2 at a distorted geometry from the OMol25 dataset. Energies are from wB97M-V/def2-TZVPD.

Results
Highest occupied orbital energy = -0.305 Eh
Gap between HOMO and LUMO = 7.678 eV

```
89
C23H42BBr3N2O14S2Si2 | the OMol25 dataset | wB97M-V/def2-TZVPD
C -2.2135 -0.6635 5.4849
C -2.1937 -1.0370 3.9576
Br -3.2253 -2.7112 3.7741
C -0.6628 -1.2263 3.4977
Br -0.3146 -2.8241 2.3959
Si -0.0652 0.4168 2.6967
O 0.7751 0.2203 1.2153
Si -0.1894 0.4567 -0.1782
Br -1.3003 -1.4535 -0.8032
C -1.4154 1.9118 -0.0407
C -2.8522 1.5197 0.4711
C -4.0324 2.1046 -0.3834
S -5.4347 2.4121 0.8120
C -6.8846 1.4187 0.2508
S -7.9103 2.1395 -0.8397
N -7.1425 0.0777 0.6972
C -5.9953 -0.8175 0.5073
C -6.5790 -2.2705 0.6499
O -7.3338 -2.4667 1.8500
C -7.1836 -1.3959 2.7624
C -7.4717 0.0239 2.1380
C 1.0330 0.9225 -1.5859
C 1.7882 -0.2946 -2.1990
O 3.0134 -0.4579 -1.4658
C 2.2141 0.1262 -3.6667
N 3.1448 -0.8316 -4.3056
B 1.2431 1.1978 3.9766
O 2.5274 1.6298 3.5682
O 0.8892 1.2930 5.3591
H -3.2502 -0.5354 5.8553
H -1.6152 0.2562 5.6710
H -1.7280 -1.4863 6.0545
H -2.6958 -0.2176 3.4075
H -0.1020 -1.3819 4.4481
H -1.1903 1.3563 2.6435
H -1.5346 2.2862 -1.0895
H -0.9684 2.7690 0.5154
H -3.0284 0.4268 0.5443
H -2.9614 1.9736 1.4836
H -4.3832 1.3728 -1.1452
H -3.7817 3.0570 -0.8943
H -5.1408 -0.6250 1.2014
H -5.5656 -0.7763 -0.5212
H -7.3091 -2.3641 -0.1890
H -5.8114 -3.0497 0.4721
H -7.9139 -1.5327 3.5874
H -6.1747 -1.4299 3.2412
H -8.5399 0.2880 2.2683
H -6.8517 0.7539 2.7241
H 0.4808 1.4733 -2.3812
H 1.7623 1.6376 -1.1389
H 1.2049 -1.2358 -2.2396
H 3.3451 -1.3460 -1.6091
H 1.3412 0.2785 -4.3331
H 2.7821 1.0752 -3.5330
H 4.0866 -0.4749 -4.1723
H 3.1002 -1.7498 -3.8753
H 3.0523 0.8356 3.4125
H 0.2441 1.9911 5.5054
C 6.1833 0.1595 -1.2522
C 7.1643 1.2070 -0.8072
O 8.3053 0.9376 -1.6272
C 7.8622 0.2901 -2.7369
O 8.5302 0.0727 -3.6941
O 6.5619 -0.0718 -2.6095
H 5.1503 0.4967 -1.1890
H 6.2866 -0.7743 -0.6926
H 6.8146 2.2230 -1.0100
H 7.4161 1.1251 0.2488
C -2.5376 -5.2318 -0.3493
C -3.2253 -6.3545 -1.0766
O -4.4837 -5.7791 -1.4225
C -4.3225 -4.4331 -1.4503
O -5.1318 -3.6684 -1.8640
O -3.1172 -4.0721 -0.9446
H -1.4573 -5.2402 -0.4876
H -2.7581 -5.2267 0.7214
H -2.7040 -6.6418 -1.9934
H -3.3599 -7.2379 -0.4546
C 9.1091 4.4817 -4.0036
C 9.1405 3.9872 -2.5846
O 8.1324 4.7760 -1.9510
C 7.2720 5.1867 -2.9175
O 6.2318 5.7188 -2.7062
O 7.7541 4.9062 -4.1546
H 9.3563 3.7043 -4.7247
H 9.7689 5.3382 -4.1648
H 8.8679 2.9342 -2.5025
H 10.1086 4.1398 -2.1099
```

Results of the Mulliken charge analysis, in e, for atoms 1 through 5:
1 C -1.319
2 C 0.098
3 Br -0.145
4 C -0.138
5 Br -0.114